C3H4N2O | ωB97M-V/def2-TZVPD

XYZ file:
```
10
Properties=species:S:1:pos:R:3:forces:R:3
O -2.138 -0.007 0.088 -0.646 -0.819 -0.308
N -0.787 -0.133 -0.106 -4.347 0.512 0.175
C -0.105 0.963 -0.053 -1.891 3.957 -0.308
C 1.146 0.574 -0.065 6.681 -0.662 2.521
C 1.083 -0.844 0.070 0.386 -0.488 -1.488
N -0.216 -1.272 -0.045 2.924 -0.226 0.612
H -2.451 -0.888 -0.162 -0.367 -0.007 0.031
H -0.603 1.954 0.013 0.479 -1.100 -0.161
H 2.129 1.173 0.252 -2.536 -1.268 -1.317
H 1.942 -1.520 0.007 -0.682 0.103 0.242
```
Forces are in eV/Å.

The calculation puts the energy above the lowest of the compared OMol25 structures with the same formula, charge and spin at 3.555 eV. The orbital gap comes out at 0.373 Eh. Its max |F| is 7.17 eV/A. The HOMO energy comes out at -9.115 eV. The value obtained for the total energy is -8200.3306 eV.

In the Mulliken picture, each atom carries the following charge in e: -0.46 0.88 -0.18 -0.56 -0.21 -0.82 0.39 0.37 0.23 0.37